The following is a quantum chemistry calculation of 2 unconnected molecules or ions with the total composition C8H9N, from the Open Molecules 2025 dataset.

* energy relative to the best compared isomer or geometry (same formula, charge and spin): 35.1 kJ/mol
* LUMO level: 0.883 eV
* net charge: 0
* HOMO: -9.4 eV
* gap between HOMO and LUMO: 0.378 hartree

Positions of all 18 atoms, in Å:
N1 2.59 0.21 1.57
C1 2.15 -0.14 0.54
C2 -1.10 -1.07 0.68
C3 1.60 -0.56 -0.74
C4 -1.57 -0.75 -0.60
C5 -0.69 1.49 -0.37
C6 -1.36 0.53 -1.12
C7 -0.42 -0.11 1.43
C8 -0.22 1.17 0.91
H1 2.40 -0.96 -1.39
H2 1.12 0.29 -1.25
H3 -2.10 -1.51 -1.19
H4 -0.05 -0.35 2.43
H5 -0.53 2.49 -0.78
H6 -1.73 0.77 -2.13
H7 0.31 1.93 1.50
H8 0.85 -1.36 -0.59
H9 -1.26 -2.07 1.09

---

The following is a quantum chemistry calculation of a molecular structure, C8H9N2O4P, from the Open Molecules 2025 dataset.

* energy relative to the best compared isomer or geometry (same formula, charge and spin): 485.0 kJ/mol
* LUMO level: 0.131 eV
* net charge: 0
* HOMO: -8.1 eV
* gap between HOMO and LUMO: 0.302 hartree

Positions of all 24 atoms, in Å:
P1 -0.74 -0.25 0.91
O1 -0.01 -1.65 1.21
O2 -0.75 -1.07 -1.27
O3 0.00 1.21 3.20
O4 -1.49 -0.40 -3.18
N1 -0.64 -0.57 -2.34
N2 -2.65 -0.53 2.88
C1 -0.55 0.24 2.68
C2 1.86 -0.10 -0.49
C3 0.69 0.04 -2.61
C4 0.93 0.84 0.04
C5 1.86 -0.50 -1.74
C6 -1.54 -0.58 3.49
C7 0.32 1.78 -0.93
C8 0.37 1.47 -2.21
H1 2.49 -1.33 -2.12
H2 -0.44 -2.49 0.97
H3 0.21 2.12 -3.06
H4 1.18 1.28 0.91
H5 -0.01 2.86 -0.54
H6 2.61 -0.50 0.22
H7 -1.16 -1.02 4.38
H8 -3.40 -0.96 3.34
H9 0.89 0.12 -3.74

---

The following is a quantum chemistry calculation of 2 unconnected molecules or ions with the total composition C8H9N2O4S, from the Open Molecules 2025 dataset.

* energy relative to the best compared isomer or geometry (same formula, charge and spin): 0.8 kJ/mol
* LUMO level: 3.064 eV
* net charge: -1
* HOMO: -3.1 eV
* gap between HOMO and LUMO: 0.227 hartree

Positions of all 24 atoms, in Å:
S1 -1.63 3.11 0.26
O1 0.96 3.11 0.58
O2 2.54 1.59 0.03
O3 -3.61 -1.94 -0.74
O4 -3.30 -1.22 1.41
N1 1.25 -0.97 0.23
N2 -2.19 0.81 -0.81
C1 1.12 2.01 0.11
C2 -1.20 1.52 -0.37
C3 -3.32 2.67 0.10
C4 1.47 -0.33 -2.13
C5 -3.39 1.41 -0.50
C6 0.19 1.13 -0.38
C7 0.58 -0.38 -0.89
C8 -3.43 -1.61 0.34
H1 1.94 -0.39 0.68
H2 2.62 1.33 -0.85
H3 -0.43 -0.82 -1.07
H4 1.54 0.73 -2.34
H5 0.66 -1.07 0.97
H6 1.17 -1.01 -2.94
H7 -4.07 3.40 0.12
H8 2.45 -0.55 -1.81
H9 -4.24 0.94 -0.97

---

The following is a quantum chemistry calculation of a gas-phase ion, C8H9N2S (charge +1), from the Open Molecules 2025 dataset.

* energy relative to the best compared isomer or geometry (same formula, charge and spin): 0.0 kJ/mol
* LUMO level: -3.601 eV
* net charge: +1
* HOMO: -12.5 eV
* gap between HOMO and LUMO: 0.326 hartree

Positions of all 20 atoms, in Å:
S1 3.94 -0.81 0.01
N1 -0.75 -0.82 -0.01
N2 -0.61 1.32 0.03
C1 1.55 0.12 0.00
C2 0.12 0.20 0.01
C3 -2.04 -0.35 0.01
C4 -3.21 -1.25 -0.01
C5 3.72 0.89 -0.03
C6 2.42 1.25 -0.03
C7 2.26 -1.07 0.02
C8 -1.94 1.01 0.03
H1 1.88 -2.07 0.05
H2 -0.50 -1.80 -0.03
H3 -3.26 -1.79 -0.95
H4 2.09 2.27 -0.06
H5 4.58 1.54 -0.05
H6 -2.71 1.75 0.05
H7 -3.15 -1.98 0.80
H8 -0.24 2.26 0.05
H9 -4.13 -0.67 0.10

---

The following is a quantum chemistry calculation of 2 unconnected molecules or ions with the total composition C8H9N3O3, from the Open Molecules 2025 dataset.

* energy relative to the best compared isomer or geometry (same formula, charge and spin): 662.8 kJ/mol
* LUMO level (alpha / beta): -1.666 / -2.048 eV
* net charge: 0
* HOMO (alpha / beta): -8.4 / -8.1 eV
* gap between HOMO and LUMO (alpha / beta): 0.246 / 0.221 hartree

Positions of all 23 atoms, in Å:
O1 2.14 -2.25 -1.48
O2 -1.65 0.16 -1.53
O3 -2.81 -1.43 -0.54
N1 1.90 -0.05 -0.89
N2 0.57 -1.49 0.09
N3 -2.24 -0.34 -0.57
C1 -2.71 1.14 1.37
C2 0.01 -2.79 0.42
C3 1.63 -1.36 -0.83
C4 0.93 2.08 0.23
C5 0.41 -0.30 0.59
C6 1.83 2.91 -0.48
C7 1.08 0.70 -0.01
C8 -2.11 0.29 0.61
H1 -1.04 -2.93 0.01
H2 2.66 0.34 -1.42
H3 0.21 2.33 0.92
H4 2.59 2.44 -0.96
H5 -3.72 1.32 1.29
H6 0.64 -3.47 -0.10
H7 -2.19 1.63 2.22
H8 -0.09 -2.88 1.57
H9 1.96 3.95 -0.53

---

The following is a quantum chemistry calculation of a molecular structure, C8H9N4OP, from the Open Molecules 2025 dataset.

* energy relative to the best compared isomer or geometry (same formula, charge and spin): 72.3 kJ/mol
* LUMO level (alpha / beta): -9.846 / -9.511 eV
* net charge: +2
* HOMO (alpha / beta): -16.0 / -16.2 eV
* gap between HOMO and LUMO (alpha / beta): 0.226 / 0.246 hartree

Positions of all 23 atoms, in Å:
P1 0.99 0.19 -0.26
O1 -0.07 -0.86 0.32
N1 -0.48 0.86 -1.38
N2 2.12 0.52 1.23
N3 4.12 0.01 0.11
N4 2.21 -0.61 -1.12
C1 -2.90 1.03 -0.68
C2 -1.33 -0.56 0.11
C3 -2.36 -1.30 0.59
C4 3.43 -0.59 -0.96
C5 -3.67 -0.93 0.49
C6 3.44 0.59 1.11
C7 -3.90 0.19 -0.23
C8 -1.60 0.60 -0.65
H1 1.82 1.00 2.23
H2 3.97 0.96 2.00
H3 -2.01 -2.13 1.06
H4 5.12 0.00 0.11
H5 4.07 -1.38 -1.39
H6 -3.14 1.77 -1.41
H7 -4.44 -1.55 0.81
H8 -0.37 1.71 -1.84
H9 -5.02 0.48 -0.25

---

The following is a quantum chemistry calculation of a molecular structure, C8H9NNdO5, from the Open Molecules 2025 dataset.

* LUMO level (alpha / beta): -15.151 / -14.973 eV
* <S²>: 3.754
* multiplicity: 4
* net charge: +3
* HOMO (alpha / beta): -20.6 / -20.6 eV
* gap between HOMO and LUMO (alpha / beta): 0.201 / 0.209 hartree

Positions of all 24 atoms, in Å:
Nd1 -0.20 0.00 0.03
O1 -2.71 0.00 -3.24
O2 2.96 0.00 -0.52
O3 0.00 -3.02 -0.04
O4 -0.18 0.15 2.26
O5 0.00 3.02 0.04
N1 0.16 -0.06 4.48
C1 0.92 -0.54 5.64
C2 -1.07 0.71 4.73
C3 -1.98 -0.01 -2.37
C4 -0.01 -1.97 -0.03
C5 1.79 -1.09 2.86
C6 0.00 1.97 0.02
C7 1.93 0.00 -0.35
C8 0.56 -0.32 3.24
H1 1.94 -0.11 5.61
H2 -1.27 0.84 5.81
H3 0.46 -0.25 6.59
H4 2.47 -0.45 2.26
H5 1.51 -1.98 2.25
H6 0.97 -1.64 5.61
H7 -1.93 0.19 4.28
H8 -0.97 1.72 4.28
H9 2.34 -1.44 3.73

---

The following is a quantum chemistry calculation of a single C8H9NO3 molecule, from the Open Molecules 2025 dataset.

* energy relative to the best compared isomer or geometry (same formula, charge and spin): 488.8 kJ/mol
* LUMO level: -0.552 eV
* net charge: 0
* HOMO: -9.4 eV
* gap between HOMO and LUMO: 0.325 hartree

Positions of all 21 atoms, in Å:
O1 0.60 -0.97 -2.21
O2 -0.02 0.25 0.09
O3 1.43 -0.07 -4.07
N1 -2.37 1.33 -1.63
C1 0.63 -0.51 1.14
C2 -0.73 -0.25 -0.91
C3 -1.31 0.74 -1.91
C4 0.63 -0.07 -3.16
C5 -2.01 -2.35 -0.15
C6 1.42 0.34 2.07
C7 -0.44 1.09 -3.07
C8 -1.45 -1.41 -0.61
H1 0.28 1.86 -2.70
H2 -2.56 -2.96 0.39
H3 2.32 -0.23 2.16
H4 -0.98 1.45 -3.93
H5 1.71 1.25 1.55
H6 -2.84 0.89 -0.84
H7 1.07 0.66 3.05
H8 -0.22 -1.06 1.64
H9 1.41 -1.27 0.81

---

The following is a quantum chemistry calculation of a single C8H9NO3S molecule, from the Open Molecules 2025 dataset.

* energy relative to the best compared isomer or geometry (same formula, charge and spin): 517.7 kJ/mol
* LUMO level (alpha / beta): -0.362 / -0.016 eV
* net charge: 0
* HOMO (alpha / beta): -8.5 / -8.2 eV
* gap between HOMO and LUMO (alpha / beta): 0.300 / 0.299 hartree

Positions of all 22 atoms, in Å:
S1 2.39 0.42 -0.14
O1 3.98 -0.10 -0.20
O2 2.30 1.55 0.76
O3 1.77 0.39 -1.46
N1 1.09 -1.91 0.01
C1 -0.73 1.90 0.15
C2 -2.93 1.00 -0.22
C3 -2.37 -0.30 -0.40
C4 -1.06 -0.63 0.04
C5 -0.37 0.58 0.23
C6 1.82 -0.97 0.73
C7 -2.11 2.10 0.12
C8 -0.40 -2.01 0.03
H1 1.82 -1.10 1.75
H2 0.14 2.49 0.25
H3 -3.12 -1.08 -0.78
H4 1.19 -1.83 -0.99
H5 -4.02 1.01 -0.45
H6 4.56 0.42 0.34
H7 -0.82 -2.44 -0.82
H8 -2.44 3.06 0.22
H9 -0.67 -2.55 0.83

---

The following is a quantum chemistry calculation of a single C8H9NO3S molecule, from the Open Molecules 2025 dataset.

* energy relative to the best compared isomer or geometry (same formula, charge and spin): 648.0 kJ/mol
* LUMO level: -1.388 eV
* net charge: 0
* HOMO: -9.0 eV
* gap between HOMO and LUMO: 0.278 hartree

Positions of all 22 atoms, in Å:
S1 -0.14 2.68 -0.31
O1 -0.10 0.30 1.21
O2 1.08 2.76 -1.09
O3 -0.64 3.86 0.32
N1 1.94 -2.26 2.22
C1 -0.47 0.26 -1.25
C2 -1.24 1.54 -0.90
C3 -2.46 1.41 -0.17
C4 0.49 -0.28 2.20
C5 1.57 -2.32 -0.77
C6 1.02 -1.35 0.18
C7 0.22 -0.28 -0.06
C8 1.24 -1.42 1.66
H1 0.21 0.66 -1.97
H2 2.08 -2.15 3.24
H3 -2.49 1.91 0.86
H4 -2.93 0.45 0.10
H5 -3.32 2.13 -0.65
H6 -1.08 -0.38 -1.73
H7 1.07 -3.26 -0.72
H8 2.60 -2.26 -0.57
H9 1.32 -1.99 -1.79

---

The following is a quantum chemistry calculation of a single C8H9NOS2 molecule, from the Open Molecules 2025 dataset.

* LUMO level (alpha / beta): -0.404 / -3.730 eV
* <S²>: 2.051
* multiplicity: 3
* net charge: 0
* HOMO (alpha / beta): -5.6 / -8.5 eV
* gap between HOMO and LUMO (alpha / beta): 0.189 / 0.175 hartree

Positions of all 21 atoms, in Å:
S1 0.88 -0.52 1.10
S2 -0.38 -2.20 0.38
O1 1.35 -0.93 2.40
N1 1.78 -0.09 -0.03
C1 -0.35 1.03 1.25
C2 -3.63 -0.29 0.94
C3 -1.46 1.02 0.22
C4 -2.65 0.33 0.53
C5 3.08 -0.79 -0.27
C6 -2.22 1.42 -2.08
C7 -3.11 1.38 -2.87
C8 -1.19 1.36 -1.10
H1 3.05 -1.74 -0.65
H2 3.51 -0.94 0.66
H3 3.56 -0.27 -1.00
H4 -1.26 -2.05 1.42
H5 -3.77 1.72 -3.61
H6 -0.26 1.68 -1.34
H7 0.29 1.82 0.88
H8 -0.63 0.82 2.30
H9 -4.30 -1.05 1.22

---

The following is a quantum chemistry calculation of 3 unconnected molecules or ions with the total composition C8H9O4, from the Open Molecules 2025 dataset.

* energy relative to the best compared isomer or geometry (same formula, charge and spin): 0.0 kJ/mol
* LUMO level: -5.180 eV
* net charge: +1
* HOMO: -13.4 eV
* gap between HOMO and LUMO: 0.300 hartree

Positions of all 21 atoms, in Å:
O1 -1.58 -0.28 -0.91
O2 -3.58 0.36 -0.04
O3 1.27 -0.12 -0.56
O4 -0.17 -0.11 1.57
C1 0.98 -3.69 -1.06
C2 1.81 -2.51 -0.51
C3 0.12 0.67 0.78
C4 1.55 -1.24 -0.65
C5 -1.17 2.55 1.49
C6 -2.60 0.11 -0.52
C7 0.01 2.06 0.65
C8 0.62 2.83 -0.25
H1 0.54 3.99 -0.24
H2 2.81 -2.66 -0.33
H3 -2.10 2.31 0.86
H4 -1.31 1.92 2.41
H5 1.18 -4.19 -2.08
H6 1.54 2.47 -0.75
H7 -1.02 3.61 1.70
H8 -0.11 -3.45 -1.06
H9 1.20 -4.64 -0.51

---

Quick rundown of total energy, same order as above: -364.96594, -1061.85092, -1118.96566, -817.74087, -699.89837, -945.17599, -1301.17353, -590.55265, -988.70133, -988.65172, -1236.20622, -610.83477 a.u.